# 1
# C20H54BN2O8

A cluster of 7 separate species, C20H54BN2O8 in total (wB97M-V/def2-TZVPD, OMol25).

The value obtained for the HOMO energy is -0.399 Ha.

Geometry as ORCA input:
```
! RIJCOSX wB97M-V def2-TZVPD def2/J DEFGRID3
* xyz 1 1
C -8.24425 -2.58707 0.61622
B -8.35118 -1.25417 1.53984
O -8.82639 -0.04646 0.90633
N -7.90009 -1.34134 3.01353
O -7.12158 -0.20984 3.25670
C -5.97235 -0.32842 2.38714
N -5.00382 -0.70288 1.75115
H -9.27456 -3.07954 0.48395
H -7.51966 -3.35759 1.09955
H -7.80040 -2.23107 -0.40783
H -8.06532 0.26020 0.34835
H -7.22760 -2.14733 3.05513
H -8.68461 -1.44550 3.68656
C -1.50129 0.66043 0.90104
C -1.21574 1.40392 2.19610
C -0.71730 0.45938 3.27760
O -2.40744 2.05172 2.64288
H -2.28031 -0.09540 1.04817
H -1.87004 1.34938 0.13550
H -0.60261 0.16602 0.52297
H -0.46961 2.18288 2.01600
H -1.46942 -0.30408 3.50715
H -0.52750 1.00486 4.20620
H 0.20532 -0.04072 2.97112
H -3.07266 1.36974 2.80460
C -7.40862 -5.29175 -2.70432
C -8.42884 -4.16869 -2.80298
C -8.88428 -3.95896 -4.23795
O -7.85273 -2.95896 -2.30612
H -6.51435 -5.05987 -3.29177
H -7.08111 -5.42391 -1.66897
H -7.82566 -6.23627 -3.06227
H -9.29282 -4.40055 -2.17319
H -8.04123 -3.68077 -4.87865
H -9.60826 -3.14151 -4.29560
H -9.34545 -4.86366 -4.64170
H -7.08662 -2.74529 -2.85736
C 3.71076 -0.05278 2.08048
C 3.31043 -0.56297 3.45538
C 4.25539 -1.65202 3.93753
O 1.97922 -1.07931 3.40196
H 3.67429 -0.85868 1.33913
H 3.01620 0.72163 1.74057
H 4.71799 0.36331 2.09260
H 3.30951 0.26592 4.16941
H 4.23773 -2.51227 3.26025
H 3.94948 -2.01806 4.92194
H 5.28180 -1.28238 4.00519
H 1.96958 -1.81384 2.77257
C 4.70516 -4.76532 -0.46520
C 3.67779 -3.64840 -0.56050
C 3.23470 -3.42491 -1.99789
O 4.23898 -2.44283 -0.04438
H 5.60344 -4.51991 -1.04096
H 5.02320 -4.90720 0.57142
H 4.29853 -5.70890 -0.83860
H 2.80938 -3.89405 0.05795
H 4.08194 -3.13296 -2.62688
H 2.50523 -2.61188 -2.05286
H 2.78398 -4.32832 -2.41722
H 5.00873 -2.21667 -0.58496
C 4.33054 3.74723 0.86302
C 5.68034 3.05425 0.96374
C 6.69448 3.67846 0.01879
O 5.52715 1.67067 0.64943
H 3.92054 3.65874 -0.14837
H 3.60797 3.28088 1.53926
H 4.41143 4.80776 1.11474
H 6.04932 3.11558 1.99176
H 6.36682 3.58803 -1.02161
H 7.65641 3.16308 0.09314
H 6.84591 4.73663 0.24547
H 5.20082 1.60562 -0.25870
C 5.63763 6.75144 -4.09700
C 4.82851 5.84736 -3.18047
C 3.34121 6.14889 -3.27760
O 5.26176 6.02760 -1.83379
H 5.50720 7.80333 -3.82256
H 6.70518 6.53173 -4.00838
H 5.33974 6.62387 -5.14108
H 5.00944 4.80095 -3.44325
H 3.13105 7.17985 -2.97469
H 2.77308 5.49981 -2.60520
H 2.97449 6.00326 -4.29715
H 5.10596 6.95088 -1.59146
*
```

=====

# 2
# C13H23I2LaOP2S

A structure of composition C13H23I2LaOP2S (wB97M-V/def2-TZVPD, OMol25).

As for the energy above the lowest of the compared OMol25 structures with the same formula, charge and spin: 0.0 kJ/mol. The value obtained for the HOMO energy (spin up / spin down) is -0.553 / -0.554 Ha.

Geometry as ORCA input:
```
! RIJCOSX wB97M-V def2-TZVPD def2/J DEFGRID3
* xyz 2 1
I 1.43122 3.41680 0.48490
I 4.89741 0.12437 -1.08111
La 0.45239 0.69495 -0.05790
P 1.55307 -0.29770 2.36297
C 3.29394 -0.03512 2.76610
C 0.71068 0.51670 3.77141
H 0.97148 -0.01661 4.69785
H 1.39838 -2.08913 3.94958
H -0.38875 0.46901 3.69634
H 0.31649 -2.38660 2.59719
H 3.51879 1.03090 2.78133
H 1.01506 1.56734 3.86698
C 1.31622 -2.03091 2.85698
H 3.50275 -0.45246 3.75660
H 2.06439 -2.64857 2.35047
H 3.93199 -0.51972 2.02355
P 0.31503 1.20687 -2.85501
C 1.84011 1.75794 -3.67667
C -0.24778 -0.11144 -3.99441
H -1.83992 2.43011 -2.78576
H -1.11352 2.41504 -4.38684
H -0.45898 3.52051 -3.12841
C -0.87806 2.52370 -3.31813
H -0.87892 -0.84559 -3.48332
H -0.85998 0.33565 -4.78538
H 1.62407 1.95697 -4.73399
H 2.61323 0.98685 -3.59951
H 0.64231 -0.61722 -4.39159
H 2.21041 2.67708 -3.21766
C 2.16862 -0.85690 -1.11380
O 2.51292 -1.83003 -1.64710
S -0.54572 -1.80777 -0.59349
C -2.03033 -1.45407 0.20660
C -2.82560 -0.40959 -0.24598
C -3.96486 -0.02263 0.41147
C -4.33856 -0.64677 1.57959
C -3.59538 -1.74372 2.01916
C -2.47329 -2.15091 1.32565
H -2.52283 0.10005 -1.14308
H -4.49515 0.85711 0.06478
H -5.17605 -0.32754 2.18606
H -3.83063 -2.29522 2.91745
H -1.83663 -2.99169 1.56614
*
```

=====

# 3
# C3H10NO3

A cluster of 2 separate species, C3H10NO3 in total (wB97M-V/def2-TZVPD, OMol25).

The expectation value of S² is 2.006. As for the energy above the lowest of the compared OMol25 structures with the same formula, charge and spin: 0.0 kJ/mol. The value obtained for the HOMO energy (spin up / spin down) is -0.332 / -0.529 Ha.

Geometry as ORCA input:
```
! RIJCOSX wB97M-V def2-TZVPD def2/J DEFGRID3
* xyz 1 3
C -1.82707 1.38377 0.50405
C -0.90831 0.80412 -0.58017
C -0.81688 -0.69718 -0.15956
N 2.72545 -1.07089 0.34421
O 0.46053 1.25537 -0.56503
O -2.01594 -1.29276 -0.09864
O 0.19634 -1.35229 -0.03795
H -1.43459 1.14220 1.56332
H -2.82850 0.91873 0.14155
H -1.75963 2.38790 0.30374
H -1.44289 0.90620 -1.50021
H 3.31804 -0.40577 0.86325
H 2.86353 -0.89721 -0.65963
H 3.16121 -1.99438 0.36556
H 0.66940 1.96087 -1.12242
H -2.04950 -2.21986 0.15278
H 1.68881 -0.82882 0.48517
*
```

=====

# 4
# C24H36F6FeO18P

A structure of composition C24H36F6FeO18P (wB97M-V/def2-TZVPD, OMol25).

The expectation value of S² is 6.004. As for the energy above the lowest of the compared OMol25 structures with the same formula, charge and spin: 0.0 kJ/mol. The value obtained for the HOMO energy (spin up / spin down) is -0.473 / -0.413 Ha.

Geometry as ORCA input:
```
! RIJCOSX wB97M-V def2-TZVPD def2/J DEFGRID3
* xyz 1 5
Fe 0.19558 1.08705 -0.61483
P 1.10623 1.79986 -3.33241
F 1.84260 2.21211 -1.90513
F 1.20651 3.25222 -3.97783
F 2.49952 1.38175 -3.96026
F 0.24713 1.18700 -4.51140
F 1.07951 0.31847 -2.57364
F -0.23846 2.26122 -2.50347
C 4.27038 5.47612 0.29645
C 2.81220 5.88117 0.32450
C 2.16034 5.89833 -1.04233
O 1.37509 4.68768 -1.02718
C 1.21603 4.25280 0.21516
O 0.48102 3.36252 0.53052
O 2.01913 4.92365 1.06994
H 4.50226 4.71446 -0.46219
H 4.68242 5.05205 1.20796
H 4.82743 6.31884 -0.12334
H 2.67954 6.78564 0.91808
H 2.86079 6.04080 -1.85938
H 1.34004 6.61876 -1.13966
C -6.18260 2.16930 0.79641
C -5.23644 2.30265 -0.36324
C -4.82256 3.73691 -0.71284
O -3.43652 3.62502 -1.01507
C -2.95180 2.52250 -0.44273
O -1.81455 2.18748 -0.37159
O -3.95830 1.73953 -0.02010
H -7.07341 2.75612 0.55087
H -5.77493 2.68078 1.67167
H -6.44756 1.15866 1.08988
H -5.57220 1.80977 -1.27811
H -4.93663 4.47967 0.07994
H -5.41900 4.10717 -1.54555
C -1.66806 -4.51389 -3.01747
C -1.66275 -3.08636 -3.51705
C -3.07107 -2.47644 -3.56256
O -3.00936 -1.45812 -2.56081
C -1.75054 -1.29234 -2.14528
O -1.37725 -0.37021 -1.49540
O -0.93037 -2.19406 -2.69917
H -2.19399 -5.09751 -3.78516
H -2.20975 -4.67720 -2.08744
H -0.69256 -5.00037 -3.03950
H -1.17399 -2.97566 -4.48857
H -3.86217 -3.21213 -3.39661
H -3.37185 -2.13360 -4.55581
C 3.10078 0.38291 4.46596
C 3.72955 1.34847 3.46972
C 4.78425 0.76165 2.52692
O 4.12144 0.74618 1.26596
C 2.85822 1.15739 1.38804
O 2.02383 1.00568 0.55223
O 2.66821 1.74595 2.57816
H 2.70072 -0.48330 3.94316
H 2.33082 0.92948 5.00785
H 3.83890 0.09808 5.21964
H 4.11938 2.25943 3.92213
H 5.14092 -0.21383 2.85168
H 5.62543 1.44850 2.43937
C 2.27732 -5.80937 -1.50076
C 1.45272 -5.00422 -0.49962
C 2.17890 -4.58834 0.77879
O 1.54841 -3.31181 1.05132
C 1.22024 -2.76685 -0.16832
O 1.00925 -1.60092 -0.27416
O 1.16428 -3.71608 -1.09114
H 1.57296 -6.00769 -2.31080
H 2.77494 -6.63071 -0.98687
H 3.08314 -5.28004 -2.01414
H 0.49148 -5.49478 -0.35216
H 3.23557 -4.35477 0.66350
H 2.01235 -5.30997 1.57410
C -2.23691 -4.00890 2.12239
C -2.35357 -2.51086 2.26445
C -1.68854 -1.97688 3.53344
O -1.04231 -0.78284 3.08950
C -1.06361 -0.73314 1.75326
O -0.63359 0.14478 1.07858
O -1.52414 -1.90105 1.26967
H -2.86517 -4.61202 2.77443
H -1.20548 -4.29754 2.36837
H -2.25966 -4.42846 1.11330
H -3.36070 -2.10002 2.18345
H -1.00139 -2.67998 4.00501
H -2.39403 -1.72427 4.32530
*
```

=====

# 5
# C22H27F3NO5S

A cluster of 3 separate species, C22H27F3NO5S in total (wB97M-V/def2-TZVPD, OMol25).

The value obtained for the HOMO energy is -0.437 Ha.

Geometry as ORCA input:
```
! RIJCOSX wB97M-V def2-TZVPD def2/J DEFGRID3
* xyz 1 1
F 1.99051 2.43577 -2.22760
C 1.58143 1.41717 -2.91457
F 0.26038 1.35989 -2.84166
F 1.88085 1.63265 -4.16417
O 2.16744 0.28671 -2.53220
C 1.68415 -0.26976 -1.29981
C 1.16040 -1.69334 -1.49012
C 0.31769 -2.10256 -0.25158
C -1.20513 -2.12339 -0.48578
C -1.52395 -1.11488 -1.58256
C -3.02063 -0.86254 -1.73693
C -3.30204 0.44471 -2.45510
C -3.12226 1.69455 -1.58195
S -3.79744 1.55237 0.09604
N -1.00551 -1.72677 -2.82693
C 0.49469 -1.92650 -2.83738
H 0.98114 0.36821 -0.78287
H 2.53369 -0.33959 -0.63825
H 2.03195 -2.32843 -1.49065
H 0.49176 -1.34174 0.49735
H 0.66172 -3.05204 0.13125
H -1.73796 -1.87116 0.41638
H -1.55406 -3.08373 -0.85979
H -1.03913 -0.17926 -1.34666
H -3.42072 -1.66274 -2.36304
H -3.51543 -0.95209 -0.78202
H -2.61552 0.53243 -3.29944
H -4.29399 0.47543 -2.87900
H -3.66019 2.50357 -2.05069
H -2.09304 2.01922 -1.50715
H -2.76014 0.96173 0.72097
H -1.44573 -2.64333 -2.89726
H -1.27590 -1.20100 -3.65965
H 0.65417 -2.96159 -3.09898
H 0.91772 -1.34683 -3.64454
C 5.71896 4.03261 -0.35794
C 4.98280 2.92705 -0.42491
C 4.38250 2.32922 0.79107
O 3.71014 1.31682 0.72977
C 4.63023 3.00684 2.08502
C 5.36612 4.11264 2.15500
C 5.96910 4.71506 0.93812
O 6.63690 5.72185 0.99906
H 6.16708 4.48529 -1.23322
H 4.78889 2.41572 -1.35935
H 4.18178 2.55253 2.95937
H 5.55960 4.62249 3.09003
C -3.21416 -0.70521 3.96072
C -4.01021 -1.34400 4.81392
C -3.81949 -2.78707 5.11225
O -4.54242 -3.37145 5.88499
C -2.70395 -3.48640 4.42138
C -1.91020 -2.84432 3.56893
C -2.10453 -1.40545 3.27368
O -1.37623 -0.81793 2.49284
H -3.33656 0.34581 3.73001
H -4.82602 -0.85073 5.32655
H -2.57923 -4.53668 4.65233
H -1.09206 -3.33579 3.05666
*
```

=====

# 6
# C8H14

An isolated molecule of C8H14 (wB97M-V/def2-TZVPD, OMol25).

As for the energy above the lowest of the compared OMol25 structures with the same formula, charge and spin: 137.7 kJ/mol. The value obtained for the HOMO energy is -0.321 Ha. Its structure (SMILES) is C=C(C)C(=C)CCC.

Geometry as ORCA input:
```
! RIJCOSX wB97M-V def2-TZVPD def2/J DEFGRID3
* xyz 0 1
C 2.93097 0.68302 -0.83325
C 1.66750 0.06557 -0.17157
C 0.35138 0.44801 -0.84886
C -0.78388 0.62926 0.14431
C -0.96076 1.75158 0.81810
C -2.90154 -0.50115 0.67280
C -1.59804 -0.59460 0.43407
C -0.94085 -1.96448 0.34497
H 3.72493 -0.06385 -0.92271
H 2.71879 0.97423 -1.85929
H 3.34521 1.46218 -0.20676
H 1.63002 0.27010 0.89873
H 1.84669 -1.01324 -0.24787
H 0.06310 -0.27337 -1.61337
H 0.43140 1.39085 -1.39273
H -1.71189 1.85006 1.59335
H -0.50214 2.70431 0.60154
H -3.33903 0.47201 0.84772
H -3.50948 -1.39577 0.70921
H -0.13086 -2.02932 1.06732
H -1.72579 -2.66414 0.62364
H -0.60573 -2.20125 -0.65935
*
```

=====

# 7
# C25H25AsBiN7O5S4

A structure of composition C25H25AsBiN7O5S4 (wB97M-V/def2-TZVPD, OMol25).

As for the energy above the lowest of the compared OMol25 structures with the same formula, charge and spin: 46.5 kJ/mol. The value obtained for the HOMO energy is -0.065 Ha.

Geometry as ORCA input:
```
! RIJCOSX wB97M-V def2-TZVPD def2/J DEFGRID3
* xyz -2 1
Bi 1.34900 -0.88978 0.95277
C -2.09131 1.27024 4.08045
C -0.98360 1.69928 3.34344
N -0.94100 1.57264 2.03005
C -1.94618 0.91870 1.43970
C -3.00136 0.42000 2.19232
N -3.09449 0.62772 3.50430
C -1.88314 0.77723 -0.03259
C -3.04069 0.56377 -0.77623
C -2.96285 0.50070 -2.16341
C -1.71113 0.62519 -2.75048
C -0.60006 0.81719 -1.93596
N -0.68395 0.90565 -0.61070
C 0.74549 0.97115 -2.53634
C 1.16916 0.15187 -3.58198
N 2.33067 0.33914 -4.19092
C 3.10627 1.30269 -3.71209
C 2.71524 2.08071 -2.63337
N 1.52828 1.93762 -2.06142
C -4.18256 0.34642 -2.97436
C -5.23295 -0.47230 -2.55985
C -6.35964 -0.57971 -3.35507
N -6.52103 0.06929 -4.50647
C -5.51838 0.85244 -4.89699
C -4.34509 1.02129 -4.18406
H -2.16377 1.43381 5.14522
H -0.14122 2.18805 3.80983
H -3.80061 -0.15885 1.74204
H -4.00216 0.51486 -0.28461
H -1.59729 0.57861 -3.82508
H 0.56859 -0.68313 -3.92155
H 4.05590 1.45491 -4.20898
H 3.36198 2.84912 -2.22945
H -5.15903 -1.03537 -1.63935
H -7.18299 -1.22427 -3.06585
H -5.67419 1.37050 -5.83770
H -3.57503 1.68931 -4.54584
N -0.42679 -2.71748 1.63940
C -0.88305 -2.88832 3.02471
C 0.29612 -2.82757 4.00294
C 0.51293 -1.35446 4.38617
O 0.12257 -0.96791 5.50079
O 1.01316 -0.60966 3.48292
H -1.20255 -2.53930 1.01064
H 0.00381 -3.59938 1.32441
H -1.41615 -3.84117 3.13862
H -1.58751 -2.09058 3.27011
H 1.19223 -3.22805 3.52646
H 0.07242 -3.40394 4.90012
C 4.62942 2.86635 0.84997
C 3.98242 1.49648 1.04561
C 4.74825 0.68889 2.08513
O 2.64628 1.65340 1.52189
C 4.00682 0.70460 -0.30467
O 4.92820 0.93786 -1.08737
O 3.03695 -0.10378 -0.51912
H 4.78138 3.35287 1.81594
H 3.99036 3.49536 0.22494
H 5.58444 2.73980 0.34488
H 4.65846 1.16000 3.06622
H 5.79714 0.62687 1.79692
H 4.34806 -0.32134 2.15216
H 2.10234 2.02794 0.81252
S 1.05653 -5.35272 0.11049
As 2.16266 -3.64892 -0.51547
S 3.01188 -2.68573 1.33800
S 0.72036 -2.10815 -1.21911
S 3.57595 -4.26865 -1.94565
*
```